Entry 1:
The following is a DFT calculation (the ωB97M-V functional and the def2-TZVPD basis) of 2 unconnected molecules or ions with the total composition C17H19N.

## Properties
Orbital gap ... 8.73 eV
ΔE to the lowest compared entry with this formula, charge and spin ... 9.0 kcal/mol
SMILES ... CCc1c[nH]c2ccccc12.Cc1ccccc1
Multiplicity ... 1

Geometry (Å):
C (1.27, 0.59, -3.62)
C (0.76, 0.93, -2.21)
C (1.26, -0.05, -1.19)
C (2.43, -0.12, -0.51)
N (2.48, -1.30, 0.20)
C (1.36, -2.04, -0.06)
C (0.94, -3.24, 0.51)
C (-0.33, -3.66, 0.14)
C (-1.12, -2.99, -0.80)
C (-0.63, -1.84, -1.40)
C (0.59, -1.31, -0.99)
H (1.36, -0.50, -3.68)
H (2.29, 0.96, -3.75)
H (0.68, 1.02, -4.41)
H (1.03, 1.96, -1.92)
H (-0.32, 1.01, -2.22)
H (3.29, 0.53, -0.51)
H (3.25, -1.61, 0.78)
H (1.54, -3.95, 1.07)
H (-0.71, -4.59, 0.53)
H (-2.11, -3.30, -1.10)
H (-1.20, -1.46, -2.25)
C (0.92, 2.87, 1.53)
C (-0.48, 2.34, 1.61)
C (-0.68, 0.97, 1.41)
C (-1.95, 0.43, 1.38)
C (-3.07, 1.26, 1.50)
C (-2.87, 2.63, 1.66)
C (-1.59, 3.14, 1.78)
H (1.09, 3.55, 2.36)
H (1.11, 3.43, 0.62)
H (1.64, 2.06, 1.62)
H (0.13, 0.26, 1.26)
H (-2.07, -0.63, 1.21)
H (-4.06, 0.84, 1.52)
H (-3.74, 3.26, 1.70)
H (-1.48, 4.20, 1.99)

***

Entry 2:
The following is a DFT calculation (the ωB97M-V functional and the def2-TZVPD basis) of a molecular structure, C16H13BF3INO6.

## Properties
Orbital gap ... 4.81 eV
Multiplicity ... 1
Total charge ... -1

Geometry (Å):
O (-1.85, 2.95, 2.28)
N (-3.00, 2.51, 2.19)
O (-3.29, 2.39, 0.87)
B (-3.42, 0.91, 0.66)
I (-4.17, -0.03, 2.55)
C (-4.32, 0.50, -0.66)
C (-5.93, 0.72, -0.51)
C (-6.79, -0.53, -1.21)
F (-6.13, -1.76, -1.76)
C (-8.29, -0.51, -1.35)
F (-9.22, 0.16, -0.40)
F (-8.84, -1.27, -2.52)
C (-1.88, 0.32, 0.36)
C (-0.84, -0.17, 1.54)
C (0.68, -0.79, 1.22)
C (1.21, -0.90, -0.34)
C (0.20, -0.44, -1.55)
C (-1.32, 0.15, -1.20)
H (-3.94, 1.20, -1.55)
H (-4.00, -0.60, -0.96)
H (-6.21, 1.68, -1.16)
H (-6.31, 0.95, 0.58)
H (-1.11, -0.10, 2.69)
H (1.38, -1.16, 2.09)
H (2.28, -1.30, -0.59)
H (0.56, -0.53, -2.67)
H (-1.96, 0.43, -2.16)
C (4.97, -0.68, 0.95)
C (6.00, -0.22, 1.66)
C (7.28, 0.17, 1.01)
O (8.20, 0.62, 1.69)
C (7.39, 0.00, -0.45)
C (6.36, -0.47, -1.16)
C (5.07, -0.83, -0.51)
O (4.14, -1.24, -1.19)
O (6.46, -0.63, -2.53)
O (5.91, -0.08, 3.04)
H (4.04, -0.97, 1.42)
H (8.33, 0.27, -0.91)
H (5.58, -0.98, -2.81)
H (6.79, 0.28, 3.32)

***

Entry 3:
The following is a DFT calculation (the ωB97M-V functional and the def2-TZVPD basis) of a molecular structure, C11H18Cl2N2Re.

## Properties
Orbital gap (alpha / beta) ... 7.08 / 7.28 eV
<S²> ... 4.237
Multiplicity ... 4

Geometry (Å):
Re (0.01, 1.61, 1.11)
Cl (0.77, 3.41, -0.20)
Cl (-0.38, 2.39, 3.12)
C (2.07, 0.09, -0.42)
H (3.03, -0.37, -0.50)
H (1.85, 0.97, 0.28)
C (-0.38, 0.64, -0.72)
C (1.14, -0.21, -1.36)
H (-1.01, -0.21, -0.48)
C (1.57, 0.10, -2.76)
H (0.79, -1.23, -1.29)
C (1.21, 1.53, -3.18)
H (2.66, -0.05, -2.84)
H (1.07, -0.63, -3.41)
C (-0.29, 1.76, -3.20)
H (1.66, 2.25, -2.46)
H (1.66, 1.74, -4.18)
C (-1.08, 1.40, -1.86)
H (-0.48, 2.81, -3.50)
H (-0.70, 1.16, -4.03)
H (-1.50, 2.35, -1.53)
H (-1.93, 0.78, -2.22)
C (-2.04, -2.41, 4.16)
N (-1.17, -1.88, 3.12)
C (-0.19, -2.56, 2.42)
C (0.41, -1.65, 1.59)
N (-0.19, -0.35, 1.83)
C (-1.17, -0.59, 2.72)
H (-2.60, -3.27, 3.78)
H (-1.43, -2.75, 5.02)
H (-2.73, -1.62, 4.50)
H (0.01, -3.65, 2.54)
H (1.19, -1.75, 0.88)
H (-1.82, 0.18, 3.10)

***

Entry 4:
The following is a DFT calculation (the ωB97M-V functional and the def2-TZVPD basis) of 3 unconnected molecules or ions with the total composition C5H17NO2.

## Properties
Orbital gap ... 9.25 eV
ΔE to the lowest compared entry with this formula, charge and spin ... 23.6 kcal/mol
SMILES ... CCN(C)CC.O.O
Multiplicity ... 1

Geometry (Å):
C (1.57, 1.16, 0.75)
C (0.26, 1.50, 0.10)
N (-0.47, 0.34, -0.40)
C (-1.90, 0.51, -0.30)
C (-0.01, -0.07, -1.72)
C (-0.50, -1.45, -2.11)
H (2.03, 2.02, 1.21)
H (1.44, 0.43, 1.55)
H (2.38, 0.77, 0.12)
H (-0.39, 2.13, 0.70)
H (0.47, 2.15, -0.75)
H (-2.44, -0.15, -0.97)
H (-2.23, 1.54, -0.48)
H (-2.26, 0.23, 0.70)
H (1.08, -0.15, -1.63)
H (-0.25, 0.65, -2.51)
H (-0.11, -1.73, -3.08)
H (-0.19, -2.22, -1.40)
H (-1.57, -1.62, -2.20)
O (0.07, -0.20, 3.38)
H (-0.78, 0.01, 2.97)
H (0.08, 0.41, 4.14)
O (1.35, -2.49, 0.59)
H (1.33, -1.95, 1.40)
H (1.03, -1.83, -0.03)

***

Entry 5:
The following is a DFT calculation (the ωB97M-V functional and the def2-TZVPD basis) of a molecular structure, C23H27N3O5.

## Properties
Orbital gap ... 8.03 eV
ΔE to the lowest compared entry with this formula, charge and spin ... 531.0 kcal/mol
Multiplicity ... 1

Geometry (Å):
C (7.42, 1.44, 0.86)
H (8.11, 2.29, 1.09)
O (6.18, 1.93, 0.85)
C (5.11, 0.91, 0.53)
C (3.76, 1.21, 0.53)
C (2.62, 0.48, 0.43)
C (2.81, -0.86, 0.09)
C (4.19, -1.16, -0.33)
C (5.22, -0.33, 0.01)
H (6.31, -0.79, -0.01)
H (4.34, -1.99, -0.52)
N (1.70, -1.47, -0.51)
C (1.85, -3.10, -0.61)
O (2.78, -3.57, -0.26)
C (0.41, -3.40, -1.02)
C (-0.37, -2.15, -1.21)
C (-1.74, -2.16, -0.94)
O (-2.62, -1.66, -1.73)
N (-2.01, -2.22, 0.20)
H (-1.43, -2.48, 1.06)
C (-3.50, -2.10, 0.71)
C (-3.83, -2.93, 2.13)
H (-3.54, -3.95, 1.75)
H (-3.13, -2.71, 2.98)
H (-4.75, -2.75, 2.05)
H (-4.08, -2.25, -0.03)
C (-3.50, -0.80, 1.22)
O (-3.39, -0.09, 2.34)
N (-3.68, 0.17, 0.28)
H (-3.58, -0.22, -0.70)
C (-3.43, 1.76, 0.24)
C (-2.14, 2.06, -0.40)
C (-1.18, 2.84, 0.54)
C (-0.01, 3.06, -0.01)
C (0.33, 2.80, -1.28)
C (-0.47, 2.35, -2.04)
C (-1.72, 1.77, -1.75)
H (-2.42, 1.21, -1.93)
H (-0.27, 1.94, -3.08)
H (1.21, 3.29, -1.59)
H (0.78, 3.67, 0.79)
H (-1.62, 3.12, 1.77)
H (-3.57, 1.82, 1.39)
C (-4.66, 2.22, -0.38)
O (-5.96, 2.02, 0.00)
H (-5.71, 1.97, 1.02)
H (-4.39, 3.34, -0.25)
H (-4.48, 1.98, -1.44)
H (-0.19, -1.91, -2.52)
C (0.37, -0.93, -0.59)
H (0.05, -0.66, 0.26)
H (0.59, -0.06, -1.32)
H (0.15, -3.80, -0.12)
H (0.55, -4.22, -1.57)
H (1.79, 0.88, 0.62)
H (3.61, 2.49, 1.24)
H (7.61, 1.11, -0.32)
H (7.50, 0.59, 1.49)

***

Entry 6:
The following is a DFT calculation (the ωB97M-V functional and the def2-TZVPD basis) of 2 unconnected molecules or ions with the total composition C5H15NO3.

## Properties
Orbital gap ... 10.48 eV
ΔE to the lowest compared entry with this formula, charge and spin ... 19.7 kcal/mol
SMILES ... C[C@H](N)O.CCC(O)O
Multiplicity ... 1

Geometry (Å):
C (3.25, 1.01, 0.07)
C (1.87, 0.40, 0.24)
N (1.82, -1.04, -0.01)
O (1.01, 1.03, -0.66)
H (3.96, 0.55, 0.75)
H (3.59, 0.87, -0.96)
H (3.20, 2.08, 0.28)
H (1.51, 0.54, 1.27)
H (2.35, -1.55, 0.68)
H (2.19, -1.25, -0.93)
H (0.20, 0.51, -0.71)
C (-2.58, -0.02, -1.47)
C (-2.23, 0.42, -0.05)
C (-1.70, -0.77, 0.80)
O (-0.92, -1.66, 0.09)
O (-0.93, -0.28, 1.88)
H (-3.40, -0.73, -1.46)
H (-1.73, -0.49, -1.94)
H (-2.88, 0.85, -2.06)
H (-3.12, 0.82, 0.45)
H (-1.48, 1.21, -0.07)
H (-2.56, -1.35, 1.18)
H (0.03, -1.41, 0.16)
H (-1.48, 0.26, 2.46)